Density functional theory data (ωB97M-V/def2-TZVPD) for C12H10N4O3S in the gas phase.

Each line ends with the natural charge from an NBO analysis.
Cartesian coordinates (Å):
C 3.8221 0.6254 -1.0263  -0.654
C 3.0102 0.9295 0.1685  0.111
N 3.0668 2.0729 0.7892  -0.085
O 2.2628 2.0061 1.8579  -0.126
N 1.6672 0.8078 1.9389  -0.129
C 2.0912 0.1076 0.9165  0.270
N 1.6647 -1.1931 0.7499  -0.637
C 1.3799 -1.8021 -0.4427  0.722
O 1.7552 -1.4261 -1.5209  -0.588
C 0.6364 -3.1243 -0.2836  -0.617
S -0.6732 -3.1192 0.9837  0.293
C -1.4268 -1.6285 0.5320  0.341
N -0.9592 -0.8145 -0.3536  -0.495
C -1.8396 0.2454 -0.3455  0.052
C -1.8607 1.4265 -1.0712  -0.193
C -2.8975 2.3008 -0.8108  -0.213
C -3.8820 2.0165 0.1347  -0.207
C -3.8747 0.8429 0.8682  -0.265
C -2.8376 -0.0298 0.6102  0.291
O -2.5531 -1.2468 1.1648  -0.426
H 4.5496 -0.1495 -0.7868  0.228
H 4.3418 1.5248 -1.3421  0.234
H 3.1884 0.2487 -1.8251  0.266
H 1.1851 -1.5511 1.5690  0.417
H 1.3341 -3.9068 0.0190  0.257
H 0.1962 -3.3847 -1.2457  0.261
H -1.0956 1.6381 -1.7994  0.229
H -2.9492 3.2328 -1.3529  0.218
H -4.6719 2.7327 0.3015  0.219
H -4.6306 0.6179 1.6024  0.229

## Properties
- E_LUMO (eV) = 0.418
- E_HOMO (eV) = -8.752
- frontier orbital gap (Ha) = 0.3370
- spin multiplicity = 1
- SMILES = Cc1nonc1NC(=O)CSc1nc2ccccc2o1

---

Density functional theory data (ωB97M-V/def2-TZVPD) for a molecular structure, C5H7NO.

Each line ends with the natural charge from an NBO analysis.
Cartesian coordinates (Å):
C 1.4035 1.1557 0.4387  -0.601
C 0.5118 0.4285 -0.6017  -0.372
C 1.0594 -0.8698 -1.0602  0.175
N 1.4559 -1.8269 -0.5175  -0.216
C -0.5012 -0.5543 0.1372  0.593
O 0.0035 -1.3776 0.9291  -0.528
C -1.9777 -0.5275 -0.0277  -0.714
H 1.6115 0.4719 1.2630  0.242
H 2.3562 1.4880 0.0140  0.226
H 0.8979 2.0441 0.8455  0.215
H 0.1998 1.1475 -1.3845  0.247
H -2.3015 -1.4954 0.3512  0.252
H -2.3956 -0.3549 -1.0238  0.233
H -2.3234 0.2707 0.6365  0.247

## Properties
- E_LUMO (eV) = 0.374
- E_HOMO (eV) = -9.779
- frontier orbital gap (Ha) = 0.3731
- spin multiplicity = 1
- energy relative to the best compared isomer or geometry (same formula, charge and spin) (kcal per mole) = 79.5

---

Density functional theory data (ωB97M-V/def2-TZVPD) for a molecular structure, C29H46InN4OS.

Each line ends with the Löwdin charge.
Cartesian coordinates (Å):
C -1.3545 -4.5578 1.8541  -0.125
O -1.5355 -4.3974 0.4650  -0.196
C -2.9091 -4.3901 0.0946  -0.221
C -3.5121 -2.9570 0.2563  -0.185
C -3.6028 -2.2452 -1.0989  -0.210
C -4.2533 -0.8298 -1.0775  -0.194
C -3.9940 -0.1026 0.2669  -0.219
C -4.1690 1.4337 0.1655  -0.220
C -2.8465 2.2121 0.3595  -0.310
C -2.1412 1.9365 1.7015  -0.291
In -0.1693 2.9249 1.9310  0.506
N 0.2973 2.8841 4.0374  -0.200
S -0.2904 5.3893 1.3923  0.131
C 1.5119 1.8692 0.8906  -0.240
C 1.0859 1.1268 -0.3395  -0.324
C 1.3312 -0.2368 -0.4066  -0.086
C 1.0015 -0.9897 -1.5076  -0.096
C 0.3914 -0.3893 -2.5904  -0.084
C 0.1427 0.9674 -2.5453  -0.290
C -0.4928 1.5846 -3.7824  -0.048
C 0.4774 1.7131 -1.4431  -0.033
H -1.3934 -3.5804 2.3624  0.087
H -2.0876 -5.2381 2.3114  0.084
H -0.3597 -4.9643 2.0708  0.085
H -2.9288 -4.6437 -0.9698  0.112
H -3.5034 -5.0657 0.7242  0.108
H -2.8420 -2.4509 0.9599  0.101
H -4.4857 -2.9947 0.7653  0.114
H -4.2375 -2.8800 -1.7374  0.099
H -2.5918 -2.1811 -1.5208  0.110
H -3.7079 -0.2341 -1.8226  0.102
H -5.3238 -0.8400 -1.3086  0.105
H -2.9436 -0.2912 0.5124  0.091
H -4.6442 -0.4914 1.0584  0.108
H -4.9061 1.7798 0.9034  0.101
H -4.5950 1.7033 -0.8154  0.098
H -3.1403 3.2724 0.3834  0.095
H -2.1772 2.0684 -0.5001  0.084
H -2.7893 2.3508 2.4904  0.037
H -2.0118 0.8740 1.9476  0.021
H 0.4510 1.8909 4.2257  -0.073
H 1.2354 3.2775 4.1352  -0.102
H -0.6217 5.4285 0.0861  -0.319
H 2.2633 2.6176 0.5893  0.046
H 2.0050 1.1977 1.6074  0.023
H 1.8303 -0.7172 0.4338  0.095
H 1.2338 -2.0534 -1.5200  0.100
H 0.1124 -0.9892 -3.4629  0.090
H -1.4636 1.1207 -3.9955  0.073
H -0.5673 2.6732 -3.7352  0.073
H 0.1437 1.3028 -4.6332  0.075
H 0.2878 2.7869 -1.4504  0.123
N 4.5273 -0.8155 1.1241  0.017
C 5.0725 -0.7961 2.3762  -0.133
C 5.7938 -1.9499 2.5409  -0.118
C 5.6809 -2.6927 1.3347  -0.123
C 4.8943 -1.9637 0.4810  -0.145
H 3.9425 -0.0941 0.7344  0.122
H 4.8993 0.0332 3.0406  0.092
H 6.3410 -2.2298 3.4262  0.085
H 6.1252 -3.6507 1.1191  0.083
H 4.5641 -2.1626 -0.5247  0.104
N 4.0546 4.5035 4.2349  0.016
C 5.0320 4.8449 5.1278  -0.148
C 5.9486 3.8267 5.1589  -0.122
C 5.5064 2.8331 4.2434  -0.116
C 4.3358 3.2838 3.6900  -0.132
H 3.2500 5.0632 4.0113  0.149
H 4.9910 5.7789 5.6624  0.101
H 6.8371 3.7972 5.7683  0.083
H 5.9928 1.8985 4.0189  0.074
H 3.6786 2.8459 2.9558  0.098
N -1.9000 -2.7099 -5.1112  0.010
C -3.2122 -2.4409 -5.3874  -0.144
C -3.2493 -1.5467 -6.4245  -0.115
C -1.9047 -1.2681 -6.7909  -0.116
C -1.0977 -2.0033 -5.9646  -0.157
H -1.5755 -3.3301 -4.3918  0.142
H -4.0028 -2.9057 -4.8230  0.102
H -4.1404 -1.1370 -6.8707  0.087
H -1.5697 -0.6043 -7.5708  0.088
H -0.0251 -2.0830 -5.9078  0.105

## Properties
- total charge = -1
- E_LUMO (eV) = 2.314
- E_HOMO (eV) = -4.718
- frontier orbital gap (Ha) = 0.2584
- spin multiplicity = 1

---

Density functional theory data (ωB97M-V/def2-TZVPD) for a molecular structure, C19H48O13V2.

Each line ends with the Mulliken spin population.
Cartesian coordinates (Å):
O 3.0140 0.8079 2.5295  0.000
V 2.6922 0.9059 0.9611  -0.001
O 3.8867 1.6081 0.1884  0.001
O -2.5231 -0.6768 2.6442  0.000
V -1.5333 0.4408 2.1555  0.000
O -1.1222 1.3814 3.2846  0.000
C 0.2484 0.1917 0.2001  -0.002
O -0.9534 0.0612 0.0546  0.001
O 1.1151 0.6437 -0.5893  0.000
O 0.5912 0.0051 1.3457  0.000
C -4.4440 1.9061 -2.0887  0.000
C -3.0021 1.7268 -2.4055  -0.001
C -2.3076 2.7230 -3.3738  0.001
O -2.4865 1.9879 -1.1389  0.000
H -5.1862 1.6532 -2.8458  0.000
H -4.6473 2.9603 -1.9001  0.000
H -4.7080 1.3430 -1.1936  0.000
H -2.8428 0.6855 -2.6858  0.000
H -1.5784 3.3782 -2.8973  -0.001
H -2.9913 3.4592 -3.7967  0.000
H -1.7672 2.2339 -4.1842  0.000
H -1.8484 1.2932 -0.9606  0.000
C 2.2636 0.6266 -5.4358  -0.010
C 1.3868 0.7459 -4.1745  0.074
C 0.1742 -0.1825 -4.0150  0.143
O 2.1768 0.4080 -3.0718  0.694
H 1.9074 -0.2222 -6.0194  0.000
H 3.2726 0.3082 -5.1739  0.002
H 2.4068 1.5044 -6.0659  0.007
H 1.0505 1.7616 -3.9662  0.065
H 0.5060 -1.2084 -4.1745  -0.005
H -0.6186 -0.0184 -4.7449  0.005
H -0.2814 -0.1913 -3.0249  0.028
H 1.7524 0.5950 -2.2312  -0.003
C -4.4229 -2.7003 -1.6636  0.000
C -3.1327 -2.3956 -0.8926  0.000
C -2.3137 -3.5776 -0.5008  0.000
O -2.2743 -1.6720 -1.7545  -0.001
H -4.8017 -1.7640 -2.0735  0.000
H -5.1592 -3.0529 -0.9414  0.000
H -4.3484 -3.5001 -2.4004  0.000
H -3.3505 -1.7618 -0.0330  0.000
H -1.3487 -3.2470 -0.1164  0.000
H -2.2328 -4.2123 -1.3832  0.000
H -2.7330 -4.2415 0.2551  0.000
H -1.7459 -1.0972 -1.1960  0.000
C 0.1264 4.3719 2.1987  0.000
C 0.9072 3.7285 1.0325  0.000
C 1.1430 4.7685 -0.0854  0.000
O 2.0305 3.1861 1.5938  0.000
H -0.8403 4.6721 1.7943  0.000
H 0.5961 5.2594 2.6228  0.000
H 0.0397 3.6262 2.9890  0.000
H 0.2167 2.9648 0.6746  0.000
H 1.9028 5.5026 0.1829  0.000
H 0.4001 5.4071 -0.5633  0.000
H 1.4969 4.1613 -0.9186  0.000
H 2.4110 3.9517 2.0306  0.000
C 1.3699 -0.8824 5.4060  0.000
C 0.6765 -2.0838 4.7482  0.000
C -0.3853 -2.7938 5.5905  0.000
O -0.1198 -1.6780 3.6004  0.000
H 2.3253 -1.2531 5.7773  0.000
H 0.8626 -0.4602 6.2735  0.000
H 1.7375 -0.0803 4.7660  0.000
H 1.4083 -2.8259 4.4290  0.000
H -1.2620 -3.2583 5.1391  0.000
H -0.6709 -2.1777 6.4431  0.000
H 0.0947 -3.6484 6.0674  0.000
H 0.5169 -1.3066 2.9854  0.000
C 3.1415 -2.5556 1.9608  0.000
C 3.4820 -2.4604 0.4839  0.000
C 2.5421 -3.1131 -0.4984  -0.001
O 3.6709 -1.0503 0.1895  0.001
H 2.1371 -2.1431 2.0564  0.000
H 3.7889 -2.0747 2.6941  0.000
H 3.0883 -3.6040 2.2541  0.000
H 4.4660 -2.9106 0.3529  0.000
H 2.4483 -4.1776 -0.2838  0.000
H 2.8353 -2.8423 -1.5127  0.000
H 1.5130 -2.7884 -0.3448  0.001
H 4.1636 -1.0554 -0.6344  0.000

## Properties
- total charge = +1
- <S²> = 0.754
- E_LUMO (spin up / spin down) (eV) = -4.212 / -8.734
- E_HOMO (spin up / spin down) (eV) = -12.312 / -12.312
- frontier orbital gap (spin up / spin down) (Ha) = 0.2977 / 0.1315
- spin multiplicity = 2

---

Question: What is the spin multiplicity in the first record?
Answer: 1

---

Copy entry 2 word for word.
Density functional theory data (ωB97M-V/def2-TZVPD) for a molecular structure, C5H7NO.

Each line ends with the natural charge from an NBO analysis.
Cartesian coordinates (Å):
C 1.4035 1.1557 0.4387  -0.601
C 0.5118 0.4285 -0.6017  -0.372
C 1.0594 -0.8698 -1.0602  0.175
N 1.4559 -1.8269 -0.5175  -0.216
C -0.5012 -0.5543 0.1372  0.593
O 0.0035 -1.3776 0.9291  -0.528
C -1.9777 -0.5275 -0.0277  -0.714
H 1.6115 0.4719 1.2630  0.242
H 2.3562 1.4880 0.0140  0.226
H 0.8979 2.0441 0.8455  0.215
H 0.1998 1.1475 -1.3845  0.247
H -2.3015 -1.4954 0.3512  0.252
H -2.3956 -0.3549 -1.0238  0.233
H -2.3234 0.2707 0.6365  0.247

## Properties
- E_LUMO (eV) = 0.374
- E_HOMO (eV) = -9.779
- frontier orbital gap (Ha) = 0.3731
- spin multiplicity = 1
- energy relative to the best compared isomer or geometry (same formula, charge and spin) (kcal per mole) = 79.5

---

Question: Among the records above, which one has the highest spin multiplicity?
Answer: C19H48O13V2

---

Question: Which value of spin multiplicity does entry 2 give?
Answer: 1